Density functional theory data (ωB97M-V/def2-TZVPD) for a 11-piece molecular cluster, C25H70ClF2IO10PS10 overall in a non-equilibrium geometry.

```
120
C25H70ClF2IO10PS10 | the OMol25 dataset | ωB97M-V/def2-TZVPD
C -0.937 1.922 -3.052
C -1.974 1.360 -2.091
C -1.374 0.662 -0.875
Cl -2.616 -0.170 0.085
P -0.431 1.750 0.235
F -0.245 3.155 -0.375
I 1.700 0.776 0.536
C -1.159 2.027 1.863
C -1.089 3.489 2.289
F 0.229 3.850 2.458
H -0.218 1.169 -3.364
H -0.423 2.812 -2.695
H -1.465 2.216 -3.953
H -2.744 2.085 -1.824
H -2.493 0.558 -2.615
H -0.709 -0.113 -1.251
H -0.573 1.441 2.569
H -2.188 1.679 1.898
H -1.533 4.153 1.549
H -1.633 3.606 3.223
C 7.473 -0.122 -1.227
S 5.680 -0.134 -1.186
O 5.200 -0.121 -2.594
C 5.513 1.527 -0.539
H 7.802 -1.070 -1.646
H 7.811 0.701 -1.857
H 7.852 -0.012 -0.211
H 5.995 2.232 -1.217
H 5.962 1.568 0.460
H 4.450 1.754 -0.479
C -1.180 -4.302 -3.146
S -1.080 -2.935 -2.004
O -1.396 -1.681 -2.762
C 0.706 -2.966 -1.816
H -2.220 -4.427 -3.432
H -0.575 -4.083 -4.027
H -0.838 -5.212 -2.654
H 1.178 -2.832 -2.789
H 1.002 -3.916 -1.371
H 0.991 -2.151 -1.153
C 6.146 2.097 5.015
S 5.877 2.711 3.357
O 6.522 1.737 2.422
C 6.986 4.115 3.477
H 5.571 1.182 5.134
H 7.204 1.889 5.161
H 5.807 2.832 5.742
H 7.986 3.761 3.723
H 6.619 4.796 4.244
H 6.996 4.617 2.512
C -2.871 6.573 -4.293
S -2.401 5.030 -3.508
O -3.544 4.088 -3.640
C -2.455 5.664 -1.824
H -2.944 6.386 -5.362
H -3.835 6.900 -3.906
H -2.102 7.322 -4.103
H -3.453 6.047 -1.610
H -1.708 6.449 -1.706
H -2.226 4.836 -1.154
C -4.868 -8.453 -1.919
S -3.742 -7.526 -2.963
O -2.618 -7.064 -2.096
C -4.839 -6.128 -3.196
H -4.361 -9.367 -1.616
H -5.121 -7.854 -1.046
H -5.766 -8.695 -2.486
H -5.107 -5.705 -2.231
H -5.737 -6.458 -3.716
H -4.319 -5.388 -3.803
C -9.643 -5.696 -0.032
S -7.851 -5.602 -0.030
O -7.403 -5.976 -1.401
C -7.583 -7.038 1.014
H -10.014 -4.900 -0.675
H -9.955 -6.664 -0.423
H -10.014 -5.551 0.982
H -8.037 -7.914 0.551
H -8.014 -6.855 1.998
H -6.509 -7.183 1.109
C 0.117 0.763 -8.433
S -1.013 0.622 -7.049
O -0.429 1.408 -5.924
C -0.666 -1.103 -6.684
H 0.085 1.794 -8.778
H 1.125 0.509 -8.107
H -0.213 0.101 -9.233
H 0.397 -1.224 -6.473
H -0.963 -1.717 -7.536
H -1.251 -1.378 -5.807
C 7.649 0.597 10.146
S 7.581 0.517 8.358
O 6.772 1.680 7.891
C 6.509 -0.921 8.280
H 8.234 1.473 10.417
H 6.640 0.686 10.549
H 8.140 -0.300 10.527
H 5.581 -0.704 8.810
H 7.018 -1.774 8.726
H 6.303 -1.126 7.231
C -5.876 -0.607 -9.461
S -5.338 0.995 -8.850
O -3.886 1.102 -9.141
C -5.483 0.594 -7.105
H -5.811 -0.583 -10.547
H -5.220 -1.384 -9.068
H -6.908 -0.782 -9.158
H -4.853 -0.266 -6.877
H -6.526 0.384 -6.866
H -5.144 1.460 -6.539
C 3.556 3.256 13.096
S 3.808 2.946 11.346
O 4.654 1.728 11.243
C 4.893 4.345 11.051
H 2.935 2.454 13.488
H 4.520 3.260 13.606
H 3.047 4.211 13.225
H 5.763 4.272 11.703
H 4.349 5.271 11.235
H 5.207 4.301 10.010
```

Values from the calculation:
Charge   +1
Frontier orbital gap   6.6 eV
Calculated total energy   -191222.1867 eV

Atom charges from the Mulliken analysis, given in e for atoms 1 to 5: atom 1 (C): -1.129, atom 2 (C): -0.935, atom 3 (C): 0.910, atom 4 (Cl): -0.169, atom 5 (P): 0.704